1.
ORCA calculation (wB97M-V/def2-TZVPD) on C4H8O2 in the gas phase.

Geometry as ORCA input:
```
! wB97M-V def2-TZVPD RIJCOSX def2/J DEFGRID3
* xyz 0 1
H -2.9183 0.1243 1.1460
C -2.4535 -0.5105 0.3863
H -1.3975 1.0808 -0.6632
H 3.0740 -0.8232 -0.1629
C -1.1941 0.1362 -0.1478
H 2.9783 0.3478 -1.5083
H -2.2167 -1.4774 0.8415
C 2.7571 0.1815 -0.4533
C 0.9516 0.4926 0.9521
O -0.3606 0.4321 1.0022
H 3.2657 0.9184 0.1707
H -0.6566 -0.5209 -0.8332
H -3.1727 -0.6746 -0.4227
O 1.3433 0.2929 -0.3073
*
```

DFT total energy: -307.60701 a.u.
gap between HOMO and LUMO: 9.9735 eV

2.
ORCA calculation (wB97M-V/def2-TZVPD) on C4H8O2 in the gas phase.

Geometry as ORCA input:
```
! wB97M-V def2-TZVPD RIJCOSX def2/J DEFGRID3
* xyz 0 1
C 0.1456 -0.3076 0.1888
H -1.6193 0.2604 -1.7725
H -1.2326 1.9990 -1.7018
H 1.7130 -0.9069 1.5525
O -0.5421 -1.9072 1.8651
H 0.0082 0.8308 -2.2326
H 2.2999 -0.0081 0.1323
C -0.8326 0.9949 -1.5423
C 1.4925 -0.0859 0.8654
H 0.2708 -0.9594 -0.6922
O -0.4148 0.9299 -0.2007
H -1.8942 -0.6664 1.0040
C -0.8455 -1.0224 1.1032
H 1.4510 0.8490 1.4309
*
```

DFT total energy: -307.65310 a.u.
structure (SMILES): CO[C@@H](C)C=O
gap between HOMO and LUMO: 10.5620 eV

- What is the formula in the first record?
  C4H8O2

- DFT total energy of number 2 (C4H8O2)?
  -307.65310 a.u.

- Look up the gap between HOMO and LUMO of the first one.
  9.9735 eV